Record 1
# C5H10O

A 2-piece molecular cluster, C5H10O overall (ωB97M-V with the def2-TZVPD basis set, the OMol25 dataset).

Each line ends with the Löwdin charge.
CARTESIAN COORDINATES (ANGSTROEM)
1 C -0.51201 1.10528 0.29321  -0.01
2 C 0.35251 0.17812 0.70284  -0.43
3 C -0.09247 -1.06673 1.42310  -0.07
4 C 1.82854 0.32110 0.44781  -0.07
5 H -1.57694 1.02809 0.50289  0.06
6 H -0.17933 1.96787 -0.27978  0.07
7 H -1.17545 -1.07360 1.58178  0.07
8 H 0.39958 -1.16789 2.39830  0.08
9 H 0.17103 -1.95715 0.83774  0.08
10 H 2.38393 0.31583 1.39442  0.08
11 H 2.04998 1.25795 -0.07174  0.08
12 H 2.21319 -0.50760 -0.15917  0.08
13 C -1.46724 -0.09812 -2.26381  -0.17
14 O -0.41849 -0.47805 -2.71570  -0.01
15 H -2.24126 -0.79989 -1.89126  0.09
16 H -1.73556 0.97478 -2.20063  0.08

Results
- Gap between HOMO and LUMO: 10.3 eV
- Molecular weight: 86.13 g mol⁻¹
- SMILES: C=C(C)C.C=O

Record 2
# C4H5Br4NO2

C4H5Br4NO2 as an isolated structure (ωB97M-V with the def2-TZVPD basis set, the OMol25 dataset).

Each line ends with the Löwdin charge.
CARTESIAN COORDINATES (ANGSTROEM)
1 C -0.39900 -0.57250 0.92923  -0.21
2 C 0.75801 0.14621 -1.15899  -0.68
3 C -0.51910 -0.53336 -0.55559  -1.02
4 C -1.82543 0.16871 -0.93595  -1.17
5 N -1.87551 1.59931 -0.58535  -0.48
6 O -1.38728 2.37793 -1.35626  0.06
7 O -2.32222 1.87408 0.48765  0.06
8 Br 2.34520 -0.86078 -0.90920  0.70
9 Br -0.62636 -2.34195 -1.26062  0.73
10 Br -3.34096 -0.61184 -0.24550  0.87
11 Br -2.05173 -0.02094 -2.92530  0.70
12 H -1.35284 -0.83664 1.64238  0.12
13 H -0.05970 0.46236 1.39626  0.13
14 H 0.44744 -1.12893 1.38194  0.07
15 H 0.72688 0.43840 -2.13544  0.00
16 H 0.93135 1.18222 -0.60966  0.12

Results
- Gap between HOMO and LUMO: 9.2 eV
- Molecular weight: 418.71 g mol⁻¹

Record 3
# C9H8INO6P

A 2-piece molecular cluster, C9H8INO6P overall (ωB97M-V with the def2-TZVPD basis set, the OMol25 dataset).

Each line ends with the Löwdin charge.
CARTESIAN COORDINATES (ANGSTROEM)
1 O 2.91392 -1.07414 2.08790  0.12
2 C 2.63208 -0.38088 1.14517  -0.38
3 N 3.51851 0.48701 0.46299  0.18
4 C 2.88177 0.92594 -0.75648  -0.37
5 O 3.42810 1.48109 -1.65923  0.11
6 C 1.45262 0.47819 -0.67950  -0.13
7 C 0.36232 0.73722 -1.49120  -0.63
8 I 0.50126 1.94003 -3.18345  0.96
9 C -0.85716 0.17992 -1.13953  -0.10
10 C -0.98614 -0.62759 -0.00353  -0.26
11 C -2.34001 -1.20219 0.35651  -0.16
12 P -3.33589 0.03509 1.24578  0.43
13 O -2.68156 1.33232 1.45895  -0.26
14 O -3.73579 -0.67066 2.62201  -0.13
15 O -4.71879 0.14168 0.43404  -0.12
16 C 0.11204 -0.89075 0.80279  0.05
17 C 1.31634 -0.32043 0.44750  -0.08
18 H 3.86949 1.26312 1.00872  0.16
19 H -1.73250 0.37954 -1.74862  0.10
20 H -2.18779 -2.05329 1.02184  0.10
21 H -2.86031 -1.53111 -0.54522  0.10
22 H -3.68905 0.01510 3.30400  0.09
23 H -4.58491 -0.09123 -0.49071  0.07
24 H 0.02191 -1.51554 1.68278  0.13
25 O 5.68465 0.18698 -3.37527  -0.70
26 H 5.01488 0.77462 -3.00826  -0.26

Results
- Charge: -1
- Gap between HOMO and LUMO: 3.4 eV
- Molecular weight: 384.04 g mol⁻¹

Record 4
# FHN2O2S

A 2-piece molecular cluster, FHN2O2S overall (ωB97M-V with the def2-TZVPD basis set, the OMol25 dataset).

Each line ends with the Löwdin charge.
CARTESIAN COORDINATES (ANGSTROEM)
1 N 1.05179 -0.06207 0.02895  -0.50
2 N -0.08512 0.69724 0.44723  0.05
3 O 1.81182 0.42310 -0.73092  0.12
4 O 1.15245 -1.18040 0.53286  0.04
5 F -0.19118 1.87676 -0.23643  -0.06
6 S -1.97167 -0.60653 -0.64592  0.55
7 H -1.76810 -1.14810 0.60424  -0.20

Results
- Gap between HOMO and LUMO (alpha / beta): 7.1 / 7.1 eV
- Molecular weight: 112.08 g mol⁻¹

Record 5
# C4H2FeO6

C4H2FeO6 as an isolated structure (ωB97M-V with the def2-TZVPD basis set, the OMol25 dataset).

Each line ends with the Löwdin charge.
CARTESIAN COORDINATES (ANGSTROEM)
1 O 2.79177 1.05351 0.44969  0.08
2 C 1.96978 0.42879 -0.24433  -0.65
3 O 2.29507 -0.47408 -1.04253  0.05
4 O 0.65472 0.79173 -0.09464  0.18
5 Fe 4.10833 -0.13154 -0.39158  1.43
6 H 0.06740 -1.16849 -0.37761  0.21
7 O -3.36512 -0.73192 -0.54651  0.33
8 O -2.22804 0.52381 0.89064  0.26
9 O -1.42788 0.19312 -1.16078  0.18
10 C -0.30537 -0.15723 -0.14382  -0.12
11 C -1.17439 -0.13365 1.09891  0.18
12 C -2.56606 0.14915 -0.55224  -0.34
13 H -0.82021 -0.34320 2.11479  0.21

Results
- Charge: +2
- Gap between HOMO and LUMO (alpha / beta): 9.8 / 9.5 eV
- Spin multiplicity: 5
- Molecular weight: 201.90 g mol⁻¹

Record 6
# C23H23ClN4O3S

One molecule with the formula C23H23ClN4O3S (ωB97M-V with the def2-TZVPD basis set, the OMol25 dataset).

Each line ends with the Löwdin charge.
CARTESIAN COORDINATES (ANGSTROEM)
1 O 2.59378 3.00239 -0.80728  0.08
2 C 2.33132 1.81716 -0.85257  -0.45
3 N 3.25016 0.86385 -1.11894  0.07
4 C 4.60205 1.18815 -1.51963  -0.15
5 C 4.77442 1.04987 -3.01112  -0.22
6 C 4.94696 2.16784 -3.81628  -0.02
7 C 5.08476 2.04589 -5.18788  -0.07
8 C 5.04744 0.79492 -5.77909  -0.08
9 C 4.86632 -0.33373 -4.99883  -0.11
10 C 4.72781 -0.19648 -3.62866  -0.60
11 Cl 4.49331 -1.62896 -2.67305  0.72
12 C 0.95806 1.29195 -0.56567  -0.11
13 C 0.42832 0.18241 -1.23238  -0.02
14 C -0.84737 -0.24801 -0.93973  -0.01
15 C -1.61526 0.41164 0.01839  -0.07
16 C -2.94023 -0.09826 0.38700  -0.37
17 O -3.42691 -1.10334 -0.09291  0.08
18 N -3.61580 0.64203 1.34442  0.01
19 C -4.86952 0.11098 1.85342  -0.16
20 C -4.68295 -0.54691 3.22184  -0.16
21 C -4.02782 -1.92487 3.15872  -0.13
22 N -2.65362 -1.94776 2.69698  -0.06
23 C -2.18277 -3.15465 2.05054  -0.14
24 C -0.76166 -2.81475 1.59506  -0.14
25 C -0.35288 -1.66933 2.51461  -0.07
26 C -1.67156 -1.07710 2.99617  -0.46
27 O -1.79215 -0.00183 3.54842  0.06
28 C -3.14121 1.79779 1.90644  -0.79
29 S -4.02105 2.73761 2.92785  0.72
30 N -1.89670 2.20916 1.54502  0.10
31 C -1.09944 1.54559 0.65862  -0.16
32 C 0.19084 1.97933 0.35898  0.07
33 H 2.97780 -0.10452 -1.17894  0.09
34 H 4.78184 2.22164 -1.21680  0.12
35 H 5.29652 0.52415 -0.99550  0.12
36 H 4.96739 3.14286 -3.35384  0.12
37 H 5.21934 2.92774 -5.79497  0.11
38 H 5.15538 0.69205 -6.84782  0.11
39 H 4.83020 -1.31426 -5.44786  0.10
40 H 0.99945 -0.32266 -1.99685  0.11
41 H -1.28434 -1.09575 -1.44600  0.12
42 H -5.57479 0.94057 1.94035  0.09
43 H -5.23241 -0.61059 1.11883  0.12
44 H -5.66719 -0.67288 3.67483  0.12
45 H -4.09505 0.11212 3.86024  0.08
46 H -4.59754 -2.55998 2.47280  0.13
47 H -4.07270 -2.37665 4.15996  0.13
48 H -2.83556 -3.39854 1.20849  0.12
49 H -2.19521 -3.99169 2.76143  0.13
50 H -0.09541 -3.67226 1.66678  0.11
51 H -0.77857 -2.47487 0.56036  0.09
52 H 0.26077 -0.91237 2.02830  0.11
53 H 0.18490 -2.02389 3.39674  0.13
54 H -1.54444 3.02422 2.03032  0.14
55 H 0.60294 2.85295 0.84064  0.13

Results
- Gap between HOMO and LUMO: 8.1 eV
- Molecular weight: 470.98 g mol⁻¹
- SMILES: O=C(NCc1ccccc1Cl)c1ccc2c(=O)n(CCCN3CCCC3=O)c(=S)[nH]c2c1

Max |F| per entry: 0.010; 0.107; 0.021; 0.074; 0.110; 0.014 Eh/bohr